Here is C3H9F10KN5O24PS10 as an isolated structure from the Open Molecules 2025 dataset. Energies are from ωB97M-V/def2-TZVPD.

Atoms and positions in Å:
K 0.6472 -0.0972 1.1080
N 0.7511 -3.4493 -4.5441
S -0.7215 -3.7426 -4.7985
O -1.6990 -3.3127 -3.8114
O -0.9476 -4.9903 -5.5602
F -0.9141 -2.6598 -5.9729
S 0.8176 -4.2561 -2.9839
O 0.1825 -5.5879 -2.8393
O 1.0264 -3.5057 -1.7744
F 2.2921 -4.6830 -3.4034
N 1.7985 6.6623 3.8996
S 3.1639 5.8656 4.4541
O 4.2591 5.7921 3.4971
O 2.9425 4.8165 5.4547
F 3.7337 7.0681 5.3283
S 1.5380 5.6072 2.8351
O 1.4725 4.2103 3.2642
O 1.9806 5.9135 1.4704
F -0.0540 5.9814 2.7889
N 2.8866 -2.3012 4.1610
S 4.5614 -2.7155 4.3617
O 5.2531 -3.6271 3.4291
O 5.0379 -2.6231 5.7346
F 4.9654 -1.2407 3.8217
S 2.3456 -3.5628 4.7415
O 2.0538 -3.4124 6.1283
O 2.7498 -4.8972 4.3084
F 0.9387 -3.4795 4.0681
N 6.3710 1.6680 -2.7901
S 6.4076 3.3116 -2.9644
O 7.7715 3.8677 -2.8442
O 5.2406 4.0542 -2.6817
F 6.3046 3.1195 -4.4950
S 5.9881 1.7159 -1.2940
O 4.5592 1.8795 -1.0577
O 6.8876 2.4584 -0.4436
F 6.0090 0.1217 -0.8515
N -1.4547 4.3165 -4.6260
S -1.9808 2.8071 -3.9782
O -0.9668 2.0453 -3.2721
O -2.9761 2.0669 -4.7732
F -2.7512 3.4641 -2.7779
S -1.0918 3.6375 -5.9572
O -2.1817 3.6353 -6.8923
O -0.1392 2.5490 -5.9430
F -0.1711 4.7532 -6.5787
C -6.2334 -2.1344 3.6417
O -5.6546 -2.9315 2.7224
P -5.1467 -2.2619 1.3262
O -3.9353 -1.4035 1.4558
O -4.8280 -3.4736 0.2382
C -4.4198 -4.7280 0.7869
O -6.4852 -1.5312 0.8138
C -6.4704 -0.3217 0.0621
H -6.2419 -1.0809 3.3621
H -5.7492 -2.0801 4.6168
H -7.2485 -2.5008 3.7947
H -3.6831 -4.4857 1.5528
H -3.9843 -5.3365 -0.0057
H -5.2019 -5.3245 1.2566
H -5.9380 0.5324 0.4807
H -7.4407 0.1619 -0.0508
H -6.2267 -0.3441 -1.0001

multiplicity: 1
charge: -4
Kohn-Sham gap: 0.2561 hartree
DFT total energy: -220983.5028 eV
highest occupied orbital energy: -0.058 Ha